C6H12 | ωB97M-V/def2-TZVPD

Results
Calculated total energy in eV: -6413.247
Energy relative to the best compared isomer or geometry (same formula, charge and spin) in kcal/mol: 85.19
E_LUMO in eV: 0.748

XYZ file:
```
18
Properties=species:S:1:pos:R:3:forces:R:3
C 1.996643 0.361901 -0.721992 0.028 -0.067 0.080
C 0.810401 -0.508653 -0.902716 0.026 0.315 0.158
C 0.133663 -0.979921 1.158838 0.068 -0.008 0.116
C -0.363907 -0.140504 -0.064806 -0.041 -0.039 -0.154
C -0.604754 1.333384 0.296536 0.079 0.055 -0.004
C -1.653774 -0.751968 -0.623545 -0.055 -0.041 -0.014
H 2.057102 1.035922 0.146719 -0.065 -0.139 -0.111
H 2.938802 -0.181137 -0.846093 -0.148 0.075 -0.057
H 1.906308 0.997492 -1.622956 0.004 -0.053 0.045
H 0.704462 -1.856711 0.815782 -0.082 0.087 0.115
H 0.775930 -0.384277 1.816084 -0.134 -0.097 -0.143
H -0.726866 -1.359452 1.719450 0.099 0.118 -0.115
H -0.798028 1.914477 -0.614407 0.013 -0.093 0.149
H 0.241207 1.793732 0.815797 -0.125 -0.095 -0.071
H -1.484860 1.436745 0.941932 0.138 -0.075 -0.082
H -1.498776 -1.807199 -0.866368 -0.009 0.137 0.037
H -1.954928 -0.238420 -1.544210 0.066 -0.069 0.132
H -2.478621 -0.665413 0.095959 0.137 -0.011 -0.081
```
Positions in Å, forces in eV/Å.